1.
{"formula": "C3H4N2O3", "method": "ωB97M-V/def2-TZVPD", "species": ["C", "C", "C", "H", "H", "H", "H", "N", "N", "O", "O", "O"], "coordinates": [[-1.7302, -0.9298, -1.0511], [1.0149, -0.5102, 1.0260], [1.3711, 1.8095, 0.4131], [-2.4899, -0.1060, -1.4614], [-0.7979, 0.9329, -0.4643], [1.5547, -1.2414, 1.7459], [1.8280, 2.7906, 0.9590], [-0.9448, -0.1608, -0.3357], [-0.0994, -0.8311, 0.4513], [-1.8849, -2.2522, -1.1126], [1.4934, 0.7904, 1.3220], [0.8015, 1.7556, -0.6990]], "nbo_charge": [0.520, 0.305, 0.657, 0.110, 0.435, 0.212, 0.161, -0.446, -0.240, -0.595, -0.516, -0.605], "smiles": "O=CN/N=C\\OC=O", "orbital_gap_ev": 9.59, "charge": 0, "spin_multiplicity": 1, "de_lowest_kj_mol": 378.71, "e_lumo_ev": -0.15, "total_energy_ha": -451.835505}



2.
{"formula": "C31H57N2O2P2ReS", "method": "ωB97M-V/def2-TZVPD", "species": ["C", "C", "C", "C", "C", "H", "H", "H", "N", "P", "P", "C", "H", "H", "C", "O", "C", "H", "C", "C", "C", "C", "C", "H", "H", "H", "C", "H", "H", "H", "C", "H", "H", "H", "C", "H", "H", "H", "C", "H", "H", "H", "C", "H", "H", "H", "C", "H", "H", "H", "C", "H", "H", "H", "C", "H", "H", "H", "C", "H", "H", "H", "C", "H", "H", "H", "C", "H", "H", "H", "Re", "N", "C", "C", "C", "C", "C", "H", "H", "H", "H", "H", "H", "H", "H", "H", "C", "S", "C", "O", "H", "H", "H", "H", "H", "H"], "coordinates": [[0.0480, 2.5241, -1.1181], [-0.6099, 2.1351, 1.0881], [-0.4588, 3.8197, -1.0953], [-0.9492, 3.5166, 1.2153], [-0.8897, 4.3482, 0.1183], [-0.4575, 4.3810, -2.0259], [-1.3471, 3.8552, 2.1678], [-1.1959, 5.3903, 0.1865], [0.1308, 1.7723, -0.0156], [1.5372, 0.4091, -2.2536], [-0.9437, -0.3924, 2.6649], [0.4445, 1.9094, -2.4423], [-0.4625, 1.6103, -2.9925], [0.9320, 2.6749, -3.0593], [0.9246, -2.2952, -0.5321], [1.0312, -3.4606, -0.5946], [-1.2044, 1.2257, 2.0005], [-1.6390, 1.8177, 2.8245], [-2.7651, -0.7746, 3.0604], [0.0550, -0.8962, 4.1422], [1.2391, -0.5953, -3.9018], [3.2007, 1.4240, -2.3755], [-2.9808, -2.1222, 2.3867], [-2.4132, -2.9323, 2.8623], [-4.0446, -2.3983, 2.4436], [-2.7063, -2.0590, 1.3266], [-3.2152, -0.8102, 4.5364], [-2.7609, -1.6074, 5.1327], [-3.0636, 0.1508, 5.0471], [-4.3006, -1.0079, 4.5510], [-3.6321, 0.2897, 2.3896], [-4.6887, -0.0129, 2.4107], [-3.5638, 1.2798, 2.8570], [-3.3222, 0.4061, 1.3296], [-0.2908, -2.3843, 4.3979], [-0.0835, -2.9726, 3.4910], [0.3495, -2.7650, 5.2070], [-1.3316, -2.5553, 4.6907], [1.5633, -0.8803, 3.8510], [1.8164, -1.5847, 3.0466], [1.9270, 0.1144, 3.5728], [2.1050, -1.2073, 4.7512], [-0.1864, 0.0010, 5.3597], [-1.1966, -0.0811, 5.7702], [0.5139, -0.2940, 6.1542], [0.0129, 1.0521, 5.1184], [4.3172, 0.3892, -2.2386], [5.2897, 0.9009, -2.3120], [4.2733, -0.1161, -1.2646], [4.2777, -0.3819, -3.0217], [3.2315, 2.4188, -1.2032], [2.5492, 3.2660, -1.3626], [2.9750, 1.9468, -0.2492], [4.2535, 2.8185, -1.1071], [3.4170, 2.2732, -3.6464], [4.2053, 3.0106, -3.4247], [3.7719, 1.6943, -4.5035], [2.5388, 2.8493, -3.9603], [-0.2128, -0.4312, -4.3740], [-0.3954, 0.5408, -4.8571], [-0.4242, -1.2106, -5.1265], [-0.9244, -0.5649, -3.5515], [1.4968, -2.0834, -3.6189], [0.7014, -2.5284, -3.0087], [1.5072, -2.6201, -4.5809], [2.4647, -2.2542, -3.1262], [2.1440, -0.1598, -5.0557], [1.9623, 0.8778, -5.3637], [3.2096, -0.3047, -4.8440], [1.9068, -0.7917, -5.9273], [0.7867, -0.4039, -0.2219], [-1.2253, -0.3011, -0.6727], [-2.3082, -0.1591, -0.1524], [-3.5762, -0.6956, -1.0058], [-4.8959, -0.1962, -0.4748], [-3.4434, -0.1812, -2.4335], [-3.5817, -2.2224, -1.0269], [-5.1407, -0.6247, 0.4994], [-4.9068, 0.8940, -0.3964], [-5.6880, -0.4920, -1.1758], [-2.6577, -0.7208, -2.9694], [-4.3849, -0.3571, -2.9791], [-3.2065, 0.8905, -2.4587], [-4.2607, -2.5572, -1.8257], [-2.5835, -2.6205, -1.2410], [-3.9314, -2.6440, -0.0793], [3.8958, 0.6532, 1.5990], [2.7874, -0.6480, 0.8826], [3.9825, -1.9617, 0.3828], [-0.2374, -1.2244, 1.5405], [3.2815, 1.5037, 1.9203], [4.3790, 0.1965, 2.4724], [4.6461, 0.9657, 0.8631], [3.7371, -2.8359, 1.0019], [3.8765, -2.2162, -0.6794], [4.9922, -1.5993, 0.6133]], "mulliken_spin": [0.038, -0.099, 0.175, 0.265, -0.019, -0.022, -0.005, 0.014, 0.040, -0.062, 0.060, 0.009, 0.017, 0.002, -0.013, 0.084, 0.489, -0.071, -0.012, 0.078, 0.015, 0.014, 0.011, 0.000, 0.000, -0.003, -0.001, 0.001, 0.000, 0.002, 0.057, 0.003, 0.004, -0.030, 0.008, 0.000, 0.001, 0.001, 0.014, -0.008, -0.001, 0.001, 0.008, 0.000, 0.001, -0.001, 0.008, 0.002, -0.002, -0.001, 0.012, 0.000, -0.007, 0.001, 0.000, 0.001, 0.001, 0.002, -0.004, 0.001, 0.001, 0.000, 0.010, -0.003, 0.000, -0.003, 0.001, 0.000, 0.000, 0.001, 1.578, 0.076, -0.001, 0.015, 0.003, 0.005, 0.002, 0.001, 0.000, 0.000, -0.001, 0.000, 0.001, -0.001, 0.000, 0.001, 0.009, 0.127, 0.012, 0.074, 0.004, -0.003, 0.010, -0.001, 0.002, 0.003], "orbital_gap_ev": [7.54, 6.52], "charge": 3, "spin_multiplicity": 4, "de_lowest_kj_mol": 355.18, "e_lumo_ev": [-9.37, -11.43], "total_energy_ha": -2633.569747}



3.
{"formula": "C6H8N2O4", "method": "ωB97M-V/def2-TZVPD", "species": ["C", "C", "C", "C", "C", "C", "H", "H", "H", "H", "H", "H", "H", "H", "N", "N", "O", "O", "O", "O"], "coordinates": [[-3.8580, -0.1079, -0.3336], [-2.7675, 0.9715, -0.1654], [-2.2705, -0.7000, 1.0904], [3.4506, -0.7980, -0.7472], [2.6199, -0.1303, 0.3552], [1.2239, 0.1907, -0.1621], [-2.6009, 1.9216, -0.6335], [-1.6745, -1.2337, 1.8316], [4.8525, -1.5363, 0.3732], [3.4403, -0.1285, -1.6366], [2.9916, -1.7507, -1.0118], [2.5108, -0.8047, 1.2080], [2.7488, 1.7692, 0.2451], [0.5238, -0.6282, -0.4042], [-1.8398, 0.5207, 0.6482], [-3.3988, -1.0987, 0.5814], [-4.8367, -0.2923, -1.0394], [4.8067, -0.8981, -0.3576], [3.2484, 1.0873, 0.7481], [0.9675, 1.3381, -0.4513]], "nbo_charge": [0.581, 0.059, 0.271, -0.075, -0.040, 0.423, 0.225, 0.203, 0.463, 0.189, 0.162, 0.179, 0.485, 0.125, -0.439, -0.492, -0.409, -0.687, -0.699, -0.522], "smiles": "O=C[C@H](O)CO.O=C1C=NC=N1", "orbital_gap_ev": 7.96, "charge": 0, "spin_multiplicity": 1, "de_lowest_kj_mol": 443.29, "e_lumo_ev": -2.31, "total_energy_ha": -643.805085}



4.
{"formula": "C2H6NS2", "method": "ωB97M-V/def2-TZVPD", "species": ["C", "C", "N", "S", "S", "H", "H", "H", "H", "H", "H"], "coordinates": [[1.7002, 0.0746, 0.8294], [-1.0055, 0.1832, -0.8953], [-0.7981, -0.4232, 0.5063], [2.1749, -1.0494, -0.2356], [2.1416, 1.0971, -0.3514], [1.1001, 0.3282, 1.7434], [-0.1690, -0.1704, -1.5643], [-1.9135, -0.0155, -1.2822], [-0.9434, 1.2447, -0.7819], [-1.1906, -1.3914, 0.7585], [-1.0967, 0.1221, 1.2730]], "nbo_charge": [-0.438, -0.396, -0.838, 0.488, 0.469, 0.330, 0.183, 0.220, 0.208, 0.403, 0.371], "orbital_gap_ev": 7.87, "charge": 1, "spin_multiplicity": 1, "de_lowest_kj_mol": 263.21, "e_lumo_ev": -6.25, "total_energy_ha": -930.547732}